Record 1
C4H4Cl2O3S | the ωB97M-V functional and the def2-TZVPD basis

Computed properties:
Kohn-Sham gap (spin up / spin down) (Eh): 0.2955 / 0.2954
SMILES: CC=C=[S@@](=O)(Cl)OC(=O)Cl
Lowest unoccupied orbital energy (spin up / spin down) (eV): -1.984 / -1.984
Total charge: 0

XYZ file:
```
14
Properties=species:S:1:pos:R:3:nbo_charge:R:1
C 0.02258 0.05168 -0.42799 -0.650
C 0.74934 0.13776 0.98372 -0.190
C 1.85378 -0.51094 1.29166 -0.342
S 2.55806 -1.52892 0.10293 1.805
O 3.54527 -2.34141 0.75899 -0.829
Cl 1.92170 -2.87826 -1.47424 -0.238
O 3.30941 -0.40270 -0.95161 -0.724
C 4.37664 0.38603 -0.92124 0.762
O 4.82994 0.95401 -1.83178 -0.490
Cl 5.13507 0.49997 0.64981 -0.043
H 0.66860 0.04754 -1.22544 0.225
H -0.61905 -0.86817 -0.29234 0.241
H -0.67402 0.94929 -0.64221 0.231
H 0.41177 0.98638 1.63170 0.242
```

=====

Record 2
C4H4Cl4 | the ωB97M-V functional and the def2-TZVPD basis

Computed properties:
Kohn-Sham gap (Eh): 0.3717
Lowest unoccupied orbital energy (eV): 0.498
Total charge: 0

XYZ file:
```
12
Properties=species:S:1:pos:R:3:nbo_charge:R:1
C -0.06161 -0.02007 -0.41006 0.078
C -0.85127 -0.56672 -1.29556 -0.169
C 1.15419 0.79406 -0.49275 -0.698
C -0.50026 -0.37437 1.60156 -0.273
Cl -2.23574 -1.52085 -0.95718 0.045
Cl -0.55238 -0.37182 -3.01268 0.009
Cl 0.93390 -1.03497 2.28323 0.033
Cl -0.96278 1.16377 2.23960 0.025
H 0.92281 1.83959 -0.28645 0.240
H 1.59814 0.71847 -1.48401 0.242
H 1.87724 0.45119 0.24639 0.240
H -1.32222 -1.07828 1.56791 0.229
```

=====

Record 3
C4H4ClN | the ωB97M-V functional and the def2-TZVPD basis

Computed properties:
Kohn-Sham gap (Eh): 0.3465
SMILES: Clc1cc[nH]c1
Lowest unoccupied orbital energy (eV): 0.988
Total charge: 0

XYZ file:
```
10
Properties=species:S:1:pos:R:3:nbo_charge:R:1
Cl 1.98777 -0.04510 -0.07445 0.033
C 0.33396 -0.00655 0.30039 -0.173
C -0.41810 1.10745 -0.01930 -0.291
C -1.77734 0.79706 0.00540 -0.059
N -1.92777 -0.65176 -0.17342 -0.529
C -0.55849 -1.03337 0.14831 -0.044
H 0.07638 2.11751 0.00874 0.234
H -2.75348 1.29548 -0.04680 0.216
H -2.71318 -1.15866 0.03662 0.404
H -0.38762 -2.11288 -0.12782 0.207
```

=====

Record 4
C4H4ClN | the ωB97M-V functional and the def2-TZVPD basis

Computed properties:
Kohn-Sham gap (Eh): 0.4213
SMILES: C=C[C@H](Cl)C#N
Lowest unoccupied orbital energy (eV): 0.628
Total charge: 0

XYZ file:
```
10
Properties=species:S:1:pos:R:3:nbo_charge:R:1
C -0.28885 0.63335 -0.77958 -0.366
C -0.00238 -0.24523 0.14414 -0.190
C 1.54407 -0.41507 0.63659 -0.314
Cl 2.53855 0.99898 0.05596 -0.027
C 2.09844 -1.49780 -0.17891 0.241
N 2.55843 -2.43340 -0.68274 -0.288
H -1.30888 0.84244 -1.03207 0.217
H 0.52487 1.10677 -1.32730 0.221
H -0.72338 -0.83170 0.75467 0.225
H 1.80684 -0.57136 1.75604 0.281
```

=====

Record 5
C4H4ClNO | the ωB97M-V functional and the def2-TZVPD basis

Computed properties:
Kohn-Sham gap (Eh): 0.3699
SMILES: Cc1oncc1Cl
Lowest unoccupied orbital energy (eV): 0.736
Total charge: 0

XYZ file:
```
11
Properties=species:S:1:pos:R:3:nbo_charge:R:1
C -0.51636 1.65411 0.06913 -0.681
C -0.18159 0.22072 -0.03447 0.308
O -1.19916 -0.55060 -0.31614 -0.294
N -0.88876 -1.94293 -0.00998 -0.098
C 0.39712 -1.96321 0.12009 -0.044
C 0.82917 -0.66106 0.07369 -0.143
Cl 2.54076 -0.20423 -0.10910 -0.029
H -0.94876 2.03771 1.14415 0.258
H 0.41275 2.16899 -0.29635 0.245
H -1.34935 2.03793 -0.67062 0.256
H 0.90417 -2.79743 0.02959 0.221
```

=====

Record 6
C4H4ClNOS | the ωB97M-V functional and the def2-TZVPD basis

Computed properties:
Kohn-Sham gap (Eh): 0.3408
SMILES: Cc1oc(Cl)nc1S
Lowest unoccupied orbital energy (eV): 0.311
Total charge: 0

XYZ file:
```
12
Properties=species:S:1:pos:R:3:nbo_charge:R:1
C 1.25473 -0.31431 -1.17400 -0.666
C 0.15935 0.07028 -0.21810 0.234
O -1.04413 0.33732 -1.09483 -0.444
C -2.01928 0.54851 -0.14198 0.450
Cl -3.70751 0.84157 -0.42474 0.064
N -1.65095 0.43825 1.17162 -0.463
C -0.20565 0.28826 1.05241 -0.044
S 0.66787 -0.08909 2.66739 -0.019
H 2.16487 0.31186 -0.95437 0.236
H 1.08914 -0.02478 -2.18338 0.253
H 1.44452 -1.36593 -0.97194 0.235
H 1.84705 -1.04192 2.27191 0.165
```

=====

Record 7
C4H4ClNOS | the ωB97M-V functional and the def2-TZVPD basis

Computed properties:
Kohn-Sham gap (Eh): 0.2563
SMILES: N/C(C=O)=C(/Cl)C=S
Lowest unoccupied orbital energy (eV): -1.608
Total charge: 0

XYZ file:
```
12
Properties=species:S:1:pos:R:3:nbo_charge:R:1
N -0.76206 -0.37734 1.20328 -0.730
C 0.27332 0.01295 0.45750 0.154
C 1.52180 0.40620 1.21085 0.387
O 2.56058 0.80899 0.71561 -0.441
C 0.13839 0.09873 -0.97028 -0.175
Cl 1.52361 0.60558 -1.94026 0.006
C -0.96806 -0.21837 -1.79890 -0.252
S -2.47444 -0.77191 -1.21927 -0.111
H -0.71243 -0.15353 2.18495 0.392
H -1.66560 -0.44008 0.73063 0.427
H 1.36186 0.27166 2.29552 0.112
H -0.79696 -0.24286 -2.86962 0.230
```

=====

Record 8
C4H4ClNOS | the ωB97M-V functional and the def2-TZVPD basis

Computed properties:
Kohn-Sham gap (Eh): 0.3099
Lowest unoccupied orbital energy (eV): -0.694
Total charge: 0

XYZ file:
```
12
Properties=species:S:1:pos:R:3:nbo_charge:R:1
C 0.91923 -0.00707 -1.45666 0.138
C 0.79582 1.01555 -0.38127 -0.388
C -0.32217 -0.04683 -0.08253 0.381
C -0.02441 -0.78546 1.27650 -0.401
N 0.15290 -1.01125 -1.17123 -0.476
O -1.67770 0.26913 -0.24078 -0.675
S 0.79005 1.47852 -2.27287 0.237
Cl -0.60835 0.10142 2.70460 -0.038
H 1.49792 1.50894 0.28777 0.265
H 1.01132 -1.10614 1.30140 0.230
H -0.58571 -1.71919 1.14138 0.239
H -1.94890 0.30239 -1.10630 0.489
```

=====

Record 9
C4H4ClNS | the ωB97M-V functional and the def2-TZVPD basis

Computed properties:
Kohn-Sham gap (Eh): 0.3360
SMILES: S[C@@H]1N=CC=C1Cl
Lowest unoccupied orbital energy (eV): 0.065
Total charge: 0

XYZ file:
```
11
Properties=species:S:1:pos:R:3:nbo_charge:R:1
S -1.07231 -2.15400 -1.24106 0.020
C -1.13603 -0.71453 -0.13118 -0.173
N -0.68999 0.49826 -0.70848 -0.416
C 0.27215 1.01632 -0.05726 0.101
C 0.69765 0.30708 1.13411 -0.359
C -0.00492 -0.83823 1.31567 -0.021
Cl 0.00409 -2.13076 2.40844 0.086
H -0.27583 -1.77755 -2.08502 0.105
H -2.15721 -0.72944 0.09243 0.231
H 0.69541 1.95996 -0.30175 0.196
H 1.37863 0.87783 1.77035 0.231
```

=====

Record 10
C4H4ClNS | the ωB97M-V functional and the def2-TZVPD basis

Computed properties:
Kohn-Sham gap (spin up / spin down) (Eh): 0.2487 / 0.2488
Lowest unoccupied orbital energy (spin up / spin down) (eV): -1.465 / -1.464
Total charge: 0

XYZ file:
```
11
Properties=species:S:1:pos:R:3:nbo_charge:R:1
C 0.03008 1.08364 -0.81388 -0.366
C 0.90289 1.37323 0.25431 0.061
C -0.43991 -0.22202 -0.94247 -0.061
C -0.29061 -1.29308 -0.08877 -0.173
N 1.18451 0.45905 1.13451 -0.565
S -1.47852 -1.86828 1.06486 0.182
Cl -1.20445 -0.81147 -2.48088 0.003
H -0.38322 1.76164 -1.43615 0.229
H 1.36178 2.35518 0.48640 0.214
H 0.76986 -0.51754 0.90262 0.310
H -0.45240 -2.32035 1.91946 0.167
```

=====

Record 11
C4H4ClNS2 | the ωB97M-V functional and the def2-TZVPD basis

Computed properties:
Kohn-Sham gap (Eh): 0.3493
SMILES: N#C[C@@]1(S)[C@H](Cl)[C@@H]1S
Lowest unoccupied orbital energy (eV): -0.059
Total charge: 0

XYZ file:
```
12
Properties=species:S:1:pos:R:3:nbo_charge:R:1
N -0.63659 2.97191 -1.45276 -0.303
C -0.20874 2.12367 -0.68338 0.269
C 0.00788 0.80947 -0.08312 -0.421
S 1.47206 0.85389 0.68497 0.131
C -1.25357 0.04136 0.29177 -0.083
Cl -0.84242 -1.24975 1.59900 -0.067
C -0.53958 -0.32988 -0.87861 -0.373
S 0.48034 -1.78565 -1.13922 0.010
H 2.18899 1.27248 -0.38857 0.141
H -2.07880 0.57959 0.47891 0.248
H -0.96212 -0.00936 -1.87516 0.276
H 0.35496 -2.35976 0.15920 0.172
```

=====

Record 12
C4H4ClO2P | the ωB97M-V functional and the def2-TZVPD basis

Computed properties:
Kohn-Sham gap (Eh): 0.3204
Lowest unoccupied orbital energy (eV): -0.473
Total charge: 0

XYZ file:
```
12
Properties=species:S:1:pos:R:3:nbo_charge:R:1
C -1.29006 -0.10856 -0.71785 -0.314
C -1.00090 0.31903 0.49534 -0.148
C -0.60986 -1.06145 -1.61585 0.400
C 0.15965 0.26699 1.35838 -0.834
O 2.98547 0.50632 1.97778 -0.972
O 0.01097 -2.06009 -1.31349 -0.498
P 1.78936 0.42821 1.03774 1.735
Cl 2.42846 0.81111 -0.78606 -0.198
H -2.28625 0.24129 -1.22866 0.225
H -1.67675 1.03763 1.00823 0.220
H -0.50167 -0.49681 -2.62873 0.104
H -0.00842 0.11634 2.41317 0.280
```

=====

| no. | energy (hartree) |
| --- | --- |
| 1 | -1698.937645 |
| 2 | -1995.503520 |
| 3 | -669.701957 |
| 4 | -669.701985 |
| 5 | -744.902987 |
| 6 | -1143.116381 |
| 7 | -1143.145258 |
| 8 | -1143.020636 |
| 9 | -1067.868835 |
| 10 | -1067.778825 |
| 11 | -1466.027270 |
| 12 | -1106.783616 |